Entry 1:
216
Properties=species:S:1:pos:R:3:lowdin_charge:R:1 method="wB97M-V/def2-TZVPD" charge=+4 e_tot_ha=-3653.0763
C 6.9441 0.6315 -4.7718 -0.06
O 5.6797 0.1347 -4.3029 -0.20
C 4.5865 0.9206 -4.7181 -0.23
C 3.3217 0.2912 -4.1924 -0.07
N 2.1166 0.7437 -5.0077 0.06
H 1.9615 1.7526 -4.9342 0.18
H 2.3213 0.5597 -5.9928 0.19
C 0.7978 0.1104 -4.6099 -0.08
C -0.3214 0.6055 -5.4557 -0.21
O -0.4901 2.0195 -5.4386 -0.21
C -1.6438 2.3925 -6.1879 -0.07
H 7.1413 1.6445 -4.4235 0.09
H 6.9649 0.4865 -5.8538 0.11
H 7.6478 -0.1025 -4.3815 0.10
H 4.5740 0.9926 -5.8125 0.14
H 4.6660 1.9302 -4.2943 0.13
H 3.1421 0.5941 -3.1629 0.13
H 3.3551 -0.7881 -4.3330 0.15
H 0.7703 0.2757 -3.5305 0.13
H 0.9082 -0.9511 -4.8364 0.15
H -1.2480 0.1741 -5.0593 0.13
H -0.1546 0.2949 -6.4944 0.15
H -2.5512 1.8933 -5.8328 0.10
H -1.5818 2.2155 -7.2634 0.10
H -1.7366 3.4547 -5.9675 0.10
C -0.5482 7.4375 -0.6351 -0.04
O -0.7289 6.0409 -0.3322 -0.20
C 0.4387 5.4050 0.0863 -0.24
C 0.2390 3.8961 0.1090 -0.07
N 0.2699 3.3070 -1.3021 0.06
H 1.1894 3.3901 -1.7349 0.16
H 0.2155 2.2799 -1.3096 0.10
C -0.8354 3.6848 -2.2744 -0.07
C -2.1011 2.8629 -2.0432 -0.19
O -2.6968 3.2774 -0.8545 -0.18
C -3.7491 2.4062 -0.4586 -0.06
H -1.1087 7.5755 -1.5630 0.10
H 0.4865 7.7225 -0.8102 0.10
H -1.0866 8.0434 0.0926 0.08
H 0.9232 5.7798 0.9972 0.13
H 1.2753 5.5739 -0.6168 0.13
H -0.7527 3.5573 0.4033 0.10
H 1.0635 3.3696 0.5861 0.13
H -0.3458 3.4233 -3.2197 0.11
H -0.8837 4.7624 -2.4163 0.13
H -1.7836 1.8098 -2.0171 0.12
H -2.7271 2.9418 -2.9368 0.15
H -4.4366 2.2172 -1.2917 0.09
H -4.3479 2.7112 0.3942 0.08
H -3.3603 1.3971 -0.2635 0.09
C -4.0597 -1.5773 5.3202 -0.07
O -4.0813 -2.0670 3.9913 -0.21
C -3.0064 -1.5891 3.1910 -0.17
C -3.2212 -1.7454 1.6888 -0.06
N -4.7075 -1.7279 1.3589 0.06
H -5.0326 -0.9341 1.9040 0.17
H -4.8412 -1.5362 0.3638 0.09
C -5.5083 -2.9854 1.6118 -0.07
C -4.9084 -4.1079 0.7725 -0.20
O -4.6733 -3.8215 -0.5834 -0.23
C -5.8488 -3.8352 -1.3876 -0.07
H -3.0545 -1.5841 5.7504 0.09
H -4.7451 -2.1067 5.9737 0.10
H -4.3894 -0.5301 5.2971 0.08
H -2.1646 -2.2498 3.4266 0.11
H -2.7960 -0.5896 3.5866 0.11
H -2.7118 -2.4867 1.0812 0.10
H -3.0537 -0.7625 1.2343 0.11
H -6.5204 -2.7122 1.3184 0.14
H -5.3725 -3.2580 2.6536 0.12
H -5.5443 -4.9933 0.8732 0.14
H -3.9558 -4.3742 1.2372 0.13
H -6.4763 -2.9817 -1.1241 0.09
H -6.4077 -4.7631 -1.2267 0.10
H -5.5081 -3.7971 -2.4195 0.09
C -5.6678 4.0984 6.0344 -0.07
C -4.8917 3.6730 4.7910 -0.22
C -3.5086 4.3122 4.7324 -0.12
N -2.7911 4.1403 3.4044 -0.25
C -3.4543 4.7717 2.2058 -0.09
C -3.5548 6.2884 2.4071 -0.13
C -2.2605 7.0109 2.8010 -0.14
C -1.3400 6.1929 3.7272 -0.14
C -1.3670 4.6757 3.5603 -0.10
C -2.6955 2.6555 3.1044 0.01
H -6.7075 3.7963 5.9622 0.09
H -5.6132 5.1702 6.2370 0.09
H -5.1519 3.6695 6.8963 0.09
H -5.4410 3.9067 3.8786 0.11
H -4.7149 2.6020 4.9071 0.10
H -2.8595 3.8866 5.5011 0.14
H -3.4800 5.3803 4.9382 0.12
H -4.4457 4.3401 2.0885 0.12
H -2.8859 4.4647 1.3269 0.12
H -4.2670 6.5520 3.1925 0.12
H -3.9313 6.6859 1.4650 0.13
H -2.4150 7.9861 3.2513 0.13
H -1.7425 7.1154 1.8432 0.08
H -1.6625 6.3151 4.7628 0.11
H -0.2958 6.4695 3.5878 0.12
H -0.9679 4.1180 4.4036 0.13
H -0.8732 4.4241 2.6191 0.11
H -2.4171 2.1519 4.0339 0.10
H -1.8934 2.4190 2.4052 0.09
H -3.6665 2.2574 2.8280 0.10
C 9.5191 4.7997 0.5073 -0.09
C 9.1297 3.3379 0.5424 -0.21
C 7.6388 3.1509 0.9129 -0.11
N 6.8399 2.2382 -0.0368 -0.26
C 5.4120 2.1803 0.5215 -0.10
C 4.5681 1.1181 -0.1957 -0.16
C 5.2635 -0.2310 -0.2651 -0.17
C 6.6590 -0.1679 -0.8291 -0.15
C 7.5154 0.8832 -0.1143 -0.07
C 6.8205 2.9143 -1.3804 0.03
H 9.1002 5.3954 1.3246 0.09
H 9.1070 5.3600 -0.3385 0.08
H 10.5974 4.9296 0.5590 0.09
H 9.6368 2.9143 1.4096 0.12
H 9.3789 2.8020 -0.3694 0.10
H 7.1062 4.1009 0.9534 0.13
H 7.5482 2.6564 1.8789 0.13
H 5.5606 1.9608 1.5804 0.13
H 4.9942 3.1791 0.4167 0.13
H 3.5970 1.0530 0.2910 0.09
H 4.5248 1.5613 -1.1982 0.10
H 5.3416 -0.5522 0.7815 0.12
H 4.6170 -0.9499 -0.7673 0.13
H 7.1295 -1.1501 -0.7493 0.14
H 6.7154 -0.0172 -1.9107 0.10
H 7.7807 0.5983 0.9019 0.15
H 8.4000 1.0367 -0.7269 0.13
H 7.8230 3.1388 -1.7273 0.11
H 6.1647 3.7797 -1.3317 0.12
H 6.3459 2.1976 -2.0509 0.08
C 2.0390 -5.3982 3.5855 -0.06
C 1.7114 -3.9679 3.9902 -0.22
C 2.4106 -2.8322 3.2412 -0.09
N 1.8957 -1.4458 3.6369 -0.24
C 2.4824 -0.4380 2.6899 -0.12
C 2.2799 1.0241 3.0688 -0.17
C 2.5271 1.3404 4.5349 -0.18
C 1.9892 0.2629 5.4858 -0.15
C 2.4020 -1.1182 5.0426 -0.09
C 0.4130 -1.3084 3.4946 0.00
H 1.8141 -5.5150 2.5217 0.07
H 1.4371 -6.0531 4.2049 0.09
H 3.1126 -5.5880 3.6046 0.09
H 2.0375 -3.8802 5.0366 0.11
H 0.6473 -3.7713 4.1107 0.10
H 2.1873 -2.8057 2.1740 0.10
H 3.4866 -2.8227 3.4079 0.14
H 3.5386 -0.7122 2.6079 0.13
H 2.0929 -0.5252 1.6721 0.12
H 2.9489 1.6706 2.4969 0.10
H 1.2637 1.3452 2.8285 0.10
H 3.5815 1.5482 4.7406 0.12
H 2.0540 2.2887 4.8053 0.11
H 2.2447 0.3856 6.5389 0.13
H 0.8985 0.3241 5.5229 0.11
H 3.4681 -1.3424 5.0734 0.15
H 1.9606 -1.8715 5.6950 0.13
H 0.0537 -0.3066 3.7002 0.09
H -0.0408 -1.9390 4.2577 0.10
H 0.0576 -1.6469 2.5224 0.10
C -3.3563 -9.8635 -2.9955 -0.07
C -3.0635 -8.4184 -3.4476 -0.23
C -1.7994 -7.7644 -2.8916 -0.13
N -1.6137 -6.3210 -3.2459 -0.23
C -1.8953 -5.9722 -4.7325 -0.07
C -1.8023 -4.4669 -5.0232 -0.17
C -2.5615 -3.6196 -3.9781 -0.19
C -2.2864 -3.9944 -2.5394 -0.15
C -2.5085 -5.4786 -2.3196 -0.09
C -0.1787 -5.9645 -3.0204 -0.01
H -2.9969 -9.9537 -1.9690 0.08
H -2.8335 -10.5638 -3.6449 0.08
H -4.4083 -10.1317 -3.0191 0.08
H -3.9286 -7.8108 -3.1615 0.11
H -3.0324 -8.3738 -4.5378 0.10
H -0.9699 -8.3349 -3.3194 0.14
H -1.7020 -7.9317 -1.8184 0.15
H -2.9127 -6.2209 -5.0239 0.13
H -1.0830 -6.5020 -5.2238 0.14
H -2.1935 -4.2136 -6.0077 0.12
H -0.7523 -4.1541 -5.0590 0.09
H -3.5892 -3.6810 -4.3434 0.12
H -2.2626 -2.5852 -4.1468 0.08
H -3.0195 -3.5262 -1.8758 0.10
H -1.2975 -3.7072 -2.1821 0.10
H -3.5161 -5.7543 -2.6390 0.13
H -2.3938 -5.9063 -1.3236 0.13
H 0.4220 -6.7553 -3.4615 0.11
H -0.0126 -5.9152 -1.9413 0.07
H 0.1103 -4.9862 -3.3878 0.09
C 1.1826 -3.8541 0.0927 -0.03
C -0.1426 -4.5110 0.4408 -0.73
O -0.8892 -4.0005 1.3321 -0.07
O -0.3976 -5.5576 -0.1883 -0.07
H 1.2958 -3.9429 -0.9934 0.07
H 2.0660 -4.3767 0.4630 0.07
H 1.2191 -2.7845 0.3177 0.04
C -3.7075 -0.5477 -3.1023 -0.02
C -4.9982 -0.1820 -2.3145 -0.75
O -5.7721 0.6750 -2.7514 -0.01
O -5.0735 -0.8686 -1.2652 -0.09
H -2.9875 -0.7962 -2.3281 0.03
H -3.3886 0.2494 -3.7853 0.05
H -3.8868 -1.3785 -3.7802 0.06
C -0.7396 -1.0866 -0.7613 -0.01
C -0.0981 0.0969 -0.0466 -0.73
O -0.5876 0.4597 1.0475 -0.05
O 0.9191 0.6109 -0.6065 -0.12
H -0.0593 -1.4327 -1.5414 0.07
H -1.6031 -0.7150 -1.3117 0.05
H -0.9714 -1.8683 -0.0406 0.06

Entry 2:
240
Properties=species:S:1:pos:R:3:lowdin_charge:R:1 method="wB97M-V/def2-TZVPD" e_above_lowest_ev=11.895 smiles=COCCNCCOC.COCCNCCOC.COCCNCCOC.COCCNCCOC.COCCNCCOC.COCCNCCOC.COCCNCCOC.COCCNCCOC.COCCNCCOC.COCCNCCOC
C 7.2970 2.1846 -2.1956 -0.10
O 7.1507 0.7901 -2.0853 -0.20
C 7.1327 0.1524 -0.8889 -0.25
C 7.5275 -1.3469 -1.0332 -0.18
N 8.8077 -1.5991 -1.6979 -0.06
C 10.0506 -1.3356 -0.8799 -0.16
C 10.8833 -0.0820 -1.3749 -0.14
O 11.6814 -0.4511 -2.5869 -0.23
C 12.9566 -1.0509 -2.4350 -0.11
H 8.3109 2.5349 -2.0022 0.08
H 6.5963 2.8804 -1.7341 0.08
H 7.3369 2.3301 -3.2752 0.09
H 6.1576 0.2464 -0.4109 0.11
H 7.7498 0.6846 -0.1650 0.12
H 6.7369 -1.9573 -1.4696 0.10
H 7.6794 -1.6613 -0.0007 0.11
H 8.8210 -1.3351 -2.6727 0.10
H 10.6232 -2.2298 -1.1262 0.09
H 9.9298 -1.5639 0.1790 0.11
H 11.4987 0.3232 -0.5716 0.10
H 10.1758 0.7392 -1.4899 0.10
H 13.4225 -0.1631 -2.0073 0.08
H 13.3908 -1.3664 -3.3837 0.09
H 12.9431 -1.8699 -1.7158 0.08
C -2.9077 -2.1547 8.1648 -0.12
O -1.7401 -2.0754 7.3989 -0.23
C -1.5867 -1.1147 6.2874 -0.14
C -2.3629 -1.4957 5.0187 -0.17
N -1.5506 -2.5995 4.4661 -0.05
C -1.8485 -3.8876 5.0033 -0.23
C -0.9804 -4.8979 4.3122 -0.19
O -1.4821 -5.4451 3.0626 -0.24
C -2.7283 -6.2956 3.2384 -0.07
H -2.6194 -2.7700 9.0171 0.08
H -3.7454 -2.7282 7.7682 0.08
H -3.0543 -1.1305 8.5078 0.09
H -0.5222 -0.9489 6.1215 0.11
H -2.1882 -0.2507 6.5702 0.09
H -2.3209 -0.5973 4.4029 0.10
H -3.4274 -1.6939 5.1438 0.10
H -1.6656 -2.7478 3.4737 0.09
H -2.9165 -4.0782 4.8976 0.12
H -1.6263 -3.9866 6.0658 0.12
H -0.8400 -5.8127 4.8881 0.11
H 0.0066 -4.5482 4.0095 0.12
H -3.6220 -5.6804 3.1340 0.06
H -2.7941 -6.6998 4.2485 0.08
H -2.8911 -7.1391 2.5675 0.08
C 5.7793 4.9205 7.2954 -0.05
O 7.2401 5.2734 7.3028 -0.18
C 8.0857 4.3953 6.6694 -0.27
C 8.2735 4.4440 5.1104 -0.14
N 7.0025 4.2916 4.2929 -0.07
C 6.3389 3.0194 4.3817 -0.22
C 5.0527 3.0069 3.4900 -0.20
O 5.3578 3.4760 2.1951 -0.20
C 4.4599 3.1617 1.1230 -0.08
H 5.2841 4.7203 6.3453 0.06
H 5.2391 5.7024 7.8292 0.08
H 5.5770 4.0802 7.9595 0.08
H 7.8726 3.3652 6.9548 0.11
H 8.9703 4.7080 7.2243 0.12
H 9.0275 3.6720 4.9564 0.10
H 8.6808 5.3885 4.7499 0.11
H 6.6173 4.9021 3.5866 0.11
H 6.0617 2.8171 5.4162 0.09
H 6.9983 2.1753 4.1800 0.11
H 4.2212 3.5069 3.9866 0.12
H 4.6981 1.9795 3.4083 0.10
H 4.4145 2.1040 0.8634 0.06
H 4.8896 3.5706 0.2085 0.08
H 3.4841 3.5326 1.4366 0.09
C 1.2620 2.5478 -1.3939 -0.08
O 0.0721 1.7524 -1.4741 -0.20
C 0.0048 0.6758 -2.4321 -0.23
C 0.6155 -0.5970 -1.9716 -0.22
N 0.2264 -1.0049 -0.6232 0.01
C -1.2957 -1.1658 -0.6573 -0.18
C -1.6814 -1.5827 0.7446 -0.17
O -1.3387 -0.5558 1.7816 -0.21
C -2.2053 0.5878 1.7949 -0.10
H 1.5130 2.9093 -2.3911 0.08
H 2.1740 2.0577 -1.0531 0.07
H 1.0055 3.3014 -0.6494 0.09
H 0.5129 1.0971 -3.2995 0.11
H -0.9826 0.3621 -2.7710 0.10
H 1.6092 -0.1799 -1.8082 0.11
H 0.5728 -1.3819 -2.7268 0.12
H 0.3168 -0.1449 -0.1014 0.09
H -1.5612 -2.0516 -1.2344 0.11
H -1.9628 -0.4028 -1.0585 0.11
H -1.3935 -2.5931 1.0351 0.10
H -2.7680 -1.5491 0.8242 0.10
H -1.5698 1.3105 2.3067 0.08
H -3.1512 0.6239 2.3353 0.06
H -2.4315 0.9415 0.7890 0.08
C 4.6660 -2.1875 -3.7969 -0.08
O 3.9378 -1.1511 -4.4965 -0.20
C 4.6330 0.1313 -4.3531 -0.16
C 3.6537 1.3558 -4.5224 -0.19
N 2.4396 1.0149 -5.2219 -0.05
C 2.5048 1.2490 -6.6178 -0.22
C 1.1225 1.1802 -7.2936 -0.23
O 1.3249 1.5490 -8.6490 -0.18
C 0.1302 1.6447 -9.3851 -0.11
H 4.0819 -3.1069 -3.8380 0.09
H 4.7076 -2.1075 -2.7106 0.07
H 5.6790 -2.2172 -4.1981 0.09
H 5.5398 0.4145 -4.8874 0.12
H 4.8595 0.4058 -3.3228 0.09
H 4.2380 1.9956 -5.1837 0.10
H 3.6314 1.9989 -3.6426 0.10
H 2.4355 0.0082 -5.1394 0.07
H 3.0227 0.4793 -7.1901 0.13
H 2.9124 2.2276 -6.8715 0.13
H 0.5754 1.8906 -6.6739 0.11
H 0.5911 0.2368 -7.1682 0.10
H -0.4772 2.4581 -8.9881 0.08
H -0.4185 0.7153 -9.2323 0.08
H 0.3497 1.8571 -10.4314 0.09
C -4.5535 1.2710 5.6683 -0.13
O -5.0075 0.2035 4.9258 -0.24
C -6.4321 -0.0309 4.9375 -0.17
C -6.8054 -1.3444 4.1749 -0.15
N -7.1384 -0.7943 2.8280 -0.07
C -7.3071 -1.8412 1.8614 -0.22
C -7.3754 -1.1936 0.4501 -0.20
O -6.3060 -0.3122 0.1103 -0.21
C -5.7039 -0.7558 -1.1077 -0.08
H -4.8669 2.2823 5.4091 0.08
H -3.4743 1.1895 5.5392 0.08
H -4.8659 1.1169 6.7011 0.09
H -6.8872 0.8524 4.4896 0.12
H -6.6489 0.0032 6.0052 0.11
H -7.5461 -1.9210 4.7290 0.12
H -5.8657 -1.8899 4.0885 0.10
H -6.4306 -0.0989 2.6391 0.08
H -8.1547 -2.4474 2.1810 0.12
H -6.4763 -2.5456 1.9025 0.10
H -8.3213 -0.6653 0.3303 0.12
H -7.5571 -2.1531 -0.0342 0.12
H -5.0802 0.0471 -1.5006 0.09
H -6.4353 -1.0621 -1.8556 0.09
H -5.0909 -1.6255 -0.8711 0.08
C 0.5942 -2.3127 -5.7562 -0.15
O 0.2027 -3.2768 -4.8500 -0.20
C -1.1777 -3.7774 -5.0169 -0.16
C -1.3478 -4.5567 -3.7413 -0.18
N -2.8058 -4.8059 -3.4351 -0.04
C -2.7496 -5.8248 -2.3787 -0.24
C -4.1292 -5.9735 -1.7594 -0.20
O -4.5830 -4.8891 -0.9306 -0.17
C -3.7871 -4.6866 0.2131 -0.12
H 0.1097 -2.4349 -6.7250 0.09
H 1.6463 -2.1773 -6.0069 0.08
H 0.3634 -1.3354 -5.3323 0.06
H -1.1872 -4.2773 -5.9854 0.13
H -1.9099 -2.9714 -4.9667 0.09
H -0.9848 -3.8507 -2.9943 0.11
H -0.8798 -5.5362 -3.8391 0.13
H -3.3773 -4.0515 -3.0825 0.09
H -2.1888 -5.4142 -1.5391 0.07
H -2.3597 -6.8062 -2.6485 0.13
H -4.2793 -6.8943 -1.1957 0.12
H -4.8337 -6.0036 -2.5905 0.12
H -4.1416 -3.7973 0.7342 0.08
H -2.7579 -4.3632 0.0576 0.05
H -3.5199 -5.5056 0.8809 0.07
C -2.5502 4.1651 2.7208 -0.08
O -3.8039 3.9834 3.3972 -0.19
C -4.9307 3.9101 2.5967 -0.22
C -5.0700 2.5367 1.7801 -0.16
N -6.2422 2.4081 0.9202 -0.05
C -6.4983 3.6025 0.1754 -0.24
C -7.4796 3.3675 -0.9925 -0.16
O -6.6211 2.8988 -2.0712 -0.24
C -7.2272 2.0349 -3.0933 -0.05
H -1.7593 4.0438 3.4609 0.09
H -2.4353 5.2090 2.4292 0.08
H -2.4000 3.5540 1.8307 0.07
H -4.8714 4.7305 1.8815 0.10
H -5.7921 4.1170 3.2318 0.12
H -4.9984 1.7438 2.5246 0.09
H -4.1601 2.5553 1.1802 0.09
H -6.1415 1.6416 0.2703 0.07
H -5.5643 3.8960 -0.3036 0.10
H -6.8524 4.3221 0.9135 0.12
H -7.9623 4.3166 -1.2253 0.11
H -8.2172 2.6371 -0.6600 0.12
H -7.7139 1.2030 -2.5841 0.08
H -6.4417 1.7568 -3.7959 0.08
H -7.9654 2.6594 -3.5963 0.08
C 1.4015 0.0450 3.9415 -0.13
O 2.7463 -0.2125 3.7914 -0.22
C 3.4186 -0.4237 2.4872 -0.13
C 2.8995 -1.8587 2.0498 -0.22
N 3.4094 -2.2611 0.7371 -0.06
C 3.0600 -3.6737 0.4502 -0.16
C 1.5337 -4.1267 0.7377 -0.20
O 1.3549 -5.3908 0.1504 -0.15
C 0.0492 -5.8341 0.3037 -0.14
H 1.0754 1.0374 3.6305 0.08
H 1.2667 0.0178 5.0228 0.09
H 0.8556 -0.6736 3.3303 0.06
H 4.4600 -0.6021 2.7555 0.12
H 3.2744 0.3557 1.7390 0.09
H 1.8097 -1.8773 2.0407 0.09
H 3.2695 -2.5155 2.8371 0.13
H 2.8037 -1.6865 0.1687 0.07
H 3.7386 -4.3253 1.0006 0.11
H 3.2610 -3.7950 -0.6143 0.10
H 0.9638 -3.3394 0.2443 0.10
H 1.4125 -4.2061 1.8180 0.11
H -0.4294 -6.0956 -0.6401 0.06
H -0.7756 -5.2896 0.7633 0.06
H 0.0651 -6.7641 0.8719 0.09
C -5.1475 7.1508 -1.2578 -0.08
O -4.3139 6.6064 -2.2948 -0.24
C -4.7033 5.4156 -2.9419 -0.18
C -3.3911 4.8904 -3.6821 -0.15
N -3.6478 3.5137 -4.0742 -0.10
C -2.4465 2.8018 -4.4601 -0.17
C -2.7087 1.2999 -4.9462 -0.22
O -3.3142 0.5170 -3.9697 -0.21
C -3.6064 -0.7754 -4.4807 -0.09
H -4.6055 7.8699 -0.6436 0.08
H -5.5309 6.3199 -0.6656 0.07
H -5.9819 7.7226 -1.6639 0.08
H -5.6606 5.7515 -3.3404 0.13
H -4.9174 4.7542 -2.1023 0.08
H -2.6256 4.8071 -2.9106 0.11
H -3.0272 5.5504 -4.4696 0.12
H -4.1906 2.9062 -3.4772 0.09
H -1.8360 2.7741 -3.5575 0.10
H -1.9815 3.3618 -5.2715 0.12
H -1.7127 0.9054 -5.1473 0.10
H -3.3014 1.2648 -5.8604 0.12
H -4.5770 -0.7580 -4.9765 0.10
H -3.3971 -1.4834 -3.6788 0.08
H -2.9419 -1.0151 -5.3108 0.07